C34H85LiN6O12 as an isolated structure in a non-equilibrium geometry. Source: the OMol25 dataset; level of theory: ωB97M-V/def2-TZVPD.

```
138
Properties=species:S:1:pos:R:3:forces:R:3:mulliken_charge:R:1
Li 2.53010 -4.44162 -3.75100 -0.06 -0.07 0.46 0.93
C 3.15283 0.18024 0.80516 -0.21 0.35 0.27 -0.78
C 3.35636 -1.12667 0.02588 -0.45 -1.16 -0.69 0.56
O 3.41530 -2.19907 0.67320 -0.04 0.45 0.36 -0.73
O 3.44439 -1.05983 -1.23572 -0.14 0.43 0.02 -0.74
H 3.98369 0.27017 1.50494 0.24 0.37 -0.23 0.21
H 2.28266 0.24364 1.45853 -0.27 -0.84 0.03 0.26
H 2.99453 1.05088 0.16875 0.71 -0.03 -0.22 0.25
C 2.31563 -8.76133 6.59955 0.72 1.74 1.73 -1.11
C 2.89372 -7.40363 6.08110 1.41 -2.13 0.25 0.11
C 4.41376 -7.22416 6.45732 -1.63 0.34 2.02 -0.77
O 5.24322 -8.32831 6.05668 -0.58 1.30 0.88 -0.32
C 6.49748 -8.26751 6.70282 1.24 -1.26 -0.71 -0.86
N 2.98824 -7.64115 4.67717 -0.41 0.51 -1.67 -0.84
H 2.50012 -8.74541 7.67371 -0.04 -0.33 0.35 0.32
H 2.91196 -9.58537 6.20782 -0.55 -0.04 -0.27 0.23
H 1.22939 -8.79601 6.51610 0.22 -0.33 -0.64 0.36
H 2.29212 -6.55143 6.39722 0.13 0.06 -0.13 0.45
H 4.36828 -7.10044 7.53932 0.78 -0.26 0.46 0.39
H 4.75782 -6.26291 6.07558 0.26 -0.06 -0.43 0.44
H 6.56180 -8.59712 7.73979 -0.84 0.37 0.36 0.32
H 7.08112 -7.35534 6.57877 -0.54 0.49 -0.03 0.33
H 7.11012 -9.02397 6.21238 0.00 -0.09 -0.29 0.28
H 3.75444 -8.29604 4.74153 -0.04 -0.71 -1.24 0.41
H 3.45990 -6.83366 4.29562 -0.13 0.39 -0.67 0.27
C 3.60808 -2.28423 -9.66114 -2.58 -0.17 0.90 -1.37
C 2.48567 -3.13816 -8.95924 0.34 0.00 -0.68 0.30
C 1.51265 -3.90083 -9.93775 2.05 0.03 0.32 -0.75
O 1.10157 -3.08625 -11.00629 0.13 -0.47 0.95 -0.35
C 0.23250 -2.04852 -10.66847 -1.71 1.03 -1.73 -0.79
N 3.29304 -4.05721 -8.11704 -1.27 -0.25 -0.31 -0.69
H 3.08447 -1.47214 -10.16557 0.72 0.25 -0.17 0.36
H 4.22406 -2.88660 -10.32884 -0.11 0.08 0.00 0.33
H 4.12606 -1.97937 -8.75182 0.57 0.66 -0.57 0.46
H 1.87315 -2.52523 -8.29800 0.16 0.37 -0.06 0.25
H 0.74241 -4.49442 -9.44534 -0.70 0.64 0.37 0.36
H 2.12496 -4.70495 -10.34587 0.23 0.08 -0.64 0.39
H 0.35576 -1.37500 -9.82038 0.95 -0.39 0.23 0.31
H -0.82497 -2.31272 -10.66158 -0.20 -0.95 0.59 0.35
H 0.18532 -1.45406 -11.58088 0.53 0.55 0.10 0.28
H 4.21334 -3.95990 -8.52161 0.31 -0.65 0.33 0.29
H 2.92464 -4.94702 -8.42138 0.54 -0.81 0.50 0.29
C -11.02636 6.98728 -1.78856 -0.81 -1.12 0.41 -0.77
O -10.17776 5.88905 -2.08098 1.06 1.14 0.10 -0.28
C -10.70306 4.63654 -1.81328 1.76 -2.09 0.27 -0.63
C -9.65877 3.48667 -2.15953 -1.02 1.79 -0.95 -0.81
N -8.49823 3.37989 -1.32334 -0.82 -0.04 1.07 -0.30
C -7.62231 4.54864 -1.04385 -1.40 -1.60 -1.28 -0.45
C -6.56699 4.11651 -0.04671 -2.12 0.86 -1.26 -0.43
O -6.05826 5.35865 0.36000 2.81 -1.40 1.58 -0.29
C -4.94645 5.06649 1.26823 -1.26 0.60 0.77 -0.82
H -10.52257 7.95067 -1.86716 0.03 -0.32 -0.76 0.25
H -11.43555 6.98662 -0.77828 0.36 -0.39 0.59 0.33
H -11.92733 6.80147 -2.37322 -0.12 0.95 -0.60 0.31
H -11.57119 4.43302 -2.44019 -0.48 0.03 0.31 0.48
H -10.80822 4.45133 -0.74429 -0.94 0.45 0.30 0.32
H -9.42965 3.65299 -3.21212 0.37 0.14 -0.51 0.37
H -10.22837 2.55736 -2.16687 0.03 -0.13 0.39 0.42
H -8.05838 2.50185 -1.55930 0.64 0.35 0.20 0.23
H -8.20654 5.36750 -0.62403 -0.09 -0.28 0.14 0.23
H -7.28778 4.90698 -2.01739 0.84 0.32 0.10 0.24
H -5.91799 3.37710 -0.51592 0.86 0.34 0.09 0.31
H -7.12046 3.59507 0.73423 0.18 0.03 0.49 0.36
H -5.27358 4.53794 2.16362 -0.76 -0.45 -0.01 0.33
H -4.63717 5.99541 1.74734 0.63 0.16 -0.87 0.29
H -4.18854 4.39061 0.87219 0.27 0.65 -0.58 0.31
C 5.15477 -9.59229 -0.15880 -0.20 1.11 -1.35 -0.73
O 4.08537 -8.97773 -0.87633 -0.10 -0.52 2.04 -0.31
C 4.44239 -8.38411 -2.10762 0.09 -1.18 2.33 -0.62
C 3.28736 -8.84202 -2.93426 1.02 1.01 -0.95 -0.55
N 2.13958 -8.03104 -2.63822 -0.95 0.68 -0.26 -0.15
C 0.88009 -8.49676 -3.15237 -0.43 -0.08 -1.29 -0.94
C -0.24471 -7.59161 -2.65237 1.98 -0.19 -1.16 -0.56
O 0.06375 -6.30714 -3.34304 -0.85 -2.69 0.09 -0.26
C -0.76300 -5.25161 -2.97040 0.73 0.59 1.03 -0.78
H 5.88310 -8.83357 0.12751 -0.01 0.12 0.64 0.30
H 5.67395 -10.14536 -0.94152 0.24 -1.08 0.56 0.31
H 4.72641 -10.13369 0.68471 0.35 -0.10 -0.25 0.22
H 5.39499 -8.81964 -2.40923 0.11 0.10 -0.53 0.52
H 4.57836 -7.34239 -1.81703 -0.16 0.47 -1.14 0.24
H 3.16577 -9.91201 -2.76565 -0.09 -0.15 0.07 0.27
H 3.69516 -8.71353 -3.93690 -1.02 0.14 -0.76 0.35
H 1.82352 -8.04553 -1.67905 1.75 0.10 0.93 0.22
H 0.74210 -9.54478 -2.88645 -0.48 -0.26 0.21 0.47
H 0.83723 -8.45751 -4.24082 0.15 0.00 -0.20 0.38
H -0.17461 -7.56764 -1.56488 -0.12 0.81 0.19 0.40
H -1.15692 -8.13389 -2.90118 -0.55 0.94 -0.41 0.38
H -0.37383 -4.98331 -1.98823 -0.74 0.60 0.44 0.40
H -1.82884 -5.47633 -2.93077 0.00 0.02 -0.19 0.29
H -0.52463 -4.42637 -3.64142 -0.45 0.09 -0.16 0.18
C -1.06219 8.62224 13.84325 1.08 -1.12 0.06 -0.74
O -0.47454 7.49787 13.19172 -0.83 -0.92 1.73 -0.33
C 0.29559 7.79894 12.07130 -1.71 0.70 0.22 -0.43
C -0.72392 7.65936 10.89406 2.33 -0.42 -2.10 -0.82
N -0.55351 6.40384 10.05728 -2.31 1.01 0.23 -0.38
C -0.83524 5.10280 10.71772 1.76 0.30 -0.87 -0.45
C -0.70314 3.88941 9.72664 1.37 0.18 0.98 -0.67
O 0.72710 3.65464 9.53922 0.35 0.59 -0.34 -0.29
C 1.17854 2.38032 9.02624 -1.92 0.37 1.05 -0.75
H -1.54575 8.17490 14.71167 -0.04 0.47 0.08 0.24
H -1.77300 9.21231 13.26473 -0.09 -0.15 -0.35 0.29
H -0.19877 9.23244 14.10832 -0.32 0.59 0.49 0.34
H 1.19389 7.18197 12.09364 -0.28 -0.45 -0.60 0.30
H 0.64954 8.80476 12.29746 0.24 0.52 -0.98 0.39
H -0.60076 8.50273 10.21459 0.65 -0.08 -0.51 0.36
H -1.75012 7.90716 11.16538 -0.06 -1.04 0.73 0.41
H 0.30354 6.38852 9.52311 0.06 0.03 0.34 0.28
H -1.79711 5.08129 11.23002 0.03 0.25 -0.14 0.37
H 0.00069 5.08611 11.41703 -0.37 -1.23 0.77 0.30
H -1.25773 4.11384 8.81551 0.29 0.01 -0.35 0.33
H -1.08796 2.95974 10.14585 -0.41 0.08 0.31 0.41
H 0.76863 1.62662 9.69855 -0.40 -0.43 -0.11 0.30
H 2.24723 2.19635 9.13654 0.06 0.95 -0.44 0.26
H 0.75737 2.24214 8.03044 0.50 -0.24 -0.18 0.29
C -2.37762 3.24730 -6.17959 -0.68 -0.50 1.38 -0.72
O -1.50628 3.65667 -5.17021 1.63 1.13 0.10 -0.35
C -0.71922 4.84175 -5.47272 0.26 -1.09 -0.28 -0.29
C 0.54257 4.59757 -6.34273 0.14 -1.13 -0.12 -0.73
N 1.82324 4.14009 -5.70593 -2.50 -0.96 -0.54 -0.34
C 2.23156 5.01757 -4.67412 2.99 1.33 -2.15 -0.50
C 2.92194 6.22471 -5.47041 -0.27 -0.99 2.16 -0.44
O 3.56920 6.83991 -4.38577 0.85 1.68 0.54 -0.35
C 3.92448 8.19476 -4.60509 -0.98 0.42 -0.25 -0.74
H -1.87350 2.71881 -6.98869 -0.21 0.23 -0.32 0.26
H -3.07524 4.04172 -6.44478 0.30 0.31 -0.72 0.34
H -3.01128 2.57684 -5.59902 -0.15 -0.62 -0.59 0.26
H -1.36406 5.49186 -6.06402 -0.07 0.53 0.38 0.33
H -0.43122 5.21069 -4.48832 -0.32 0.43 -0.22 0.21
H 0.24432 3.85928 -7.08710 0.10 -0.41 0.04 0.38
H 0.76496 5.43856 -6.99951 -0.03 0.43 0.45 0.33
H 1.68495 3.24332 -5.26233 -0.35 -0.44 -0.36 0.29
H 1.49542 5.33628 -3.93615 0.06 0.32 -0.07 0.12
H 3.09420 4.55329 -4.19620 -0.28 -0.03 0.48 0.43
H 3.75492 6.04925 -6.15118 -0.44 -1.22 -0.49 0.29
H 2.15137 6.74388 -6.04031 -0.04 0.91 0.43 0.36
H 4.08961 8.43707 -5.65491 -0.19 -0.25 -0.35 0.31
H 4.81881 8.59297 -4.12582 0.02 -0.80 0.61 0.27
H 3.05046 8.74266 -4.25296 0.16 0.70 -0.11 0.27
```
Forces are in eV/Å.

## Properties
- HOMO energy: -0.229 hartree
- Orbital gap: 0.1644 hartree
- Strongest force on any atom: 3.915 eV Å⁻¹